Formula: C34H80F6N5O18S8
Source: the Open Molecules 2025 dataset
Level of theory: the ωB97M-V functional and the def2-TZVPD basis

Geometry as XYZ:
```
151
Properties=species:S:1:pos:R:3:forces:R:3
C 3.938 0.203 1.142 1.938 -2.161 0.304
C -0.078 -4.433 0.920 1.399 -2.611 6.731
H -3.337 0.892 2.530 -0.524 2.566 -0.348
H -2.291 -1.076 -0.424 -0.733 -1.013 -0.744
H 1.346 4.534 0.503 0.237 -0.824 1.032
H 0.634 7.234 1.218 0.166 -0.313 -0.269
H -2.155 4.250 0.637 -1.008 3.683 0.208
N 4.429 -1.192 0.901 1.183 1.668 0.544
H 0.248 0.571 3.852 0.675 0.374 0.597
H -4.736 -0.592 1.897 -0.728 -0.235 0.294
C 2.557 -2.053 -2.084 0.923 -2.733 -1.452
H 1.817 0.513 -4.809 0.795 0.255 -0.679
H 0.612 0.465 2.147 1.636 -1.117 2.203
C 1.831 0.369 -1.937 0.946 1.164 -0.858
H -2.306 0.437 -3.889 -1.699 -1.397 0.893
O 3.568 2.157 2.435 -0.273 5.121 -2.595
C -2.723 2.773 3.209 -4.711 -0.871 -0.724
S 2.056 -1.050 3.423 0.480 0.872 1.611
S -1.077 1.017 0.585 -5.141 1.319 1.642
C -3.326 -1.260 -0.714 -0.459 0.624 -0.864
N 1.128 0.996 -3.020 -1.745 1.545 0.153
H 3.138 0.140 1.879 0.828 -0.234 -0.796
H -0.251 2.838 -3.700 -0.168 1.335 0.193
H -0.538 -4.846 -0.688 -2.764 0.260 -2.387
H 0.237 -3.817 -2.123 2.346 -2.032 -1.157
C 0.606 -3.649 3.196 -2.378 0.297 -0.896
F 0.404 -2.104 -2.004 -4.177 1.805 -0.521
C 1.104 -4.401 -2.433 2.909 0.695 -1.103
H -4.637 1.738 3.413 0.195 0.297 -0.046
H 2.749 1.856 -3.938 0.131 -0.293 -0.352
C -0.847 -4.203 -4.519 -1.522 1.289 -1.549
H -1.863 -2.887 -2.296 -0.536 -1.003 -0.936
N -0.218 0.290 -0.478 -0.227 -3.460 2.451
F 0.960 -3.483 -0.528 -6.455 7.639 -1.520
H -0.476 -3.673 3.321 -0.120 -0.359 0.568
H -3.482 -2.860 0.837 0.927 -0.626 0.865
O -1.513 -3.389 -5.165 0.662 -1.142 2.169
H 2.072 -3.722 0.201 2.824 -0.821 4.305
H 2.641 5.041 1.668 -0.414 -0.222 0.584
H 6.031 -2.554 1.488 -0.725 -0.167 -0.676
H -0.320 3.338 4.509 -0.202 0.133 -0.055
C -1.837 -3.976 -2.265 -1.773 -1.908 0.277
H -3.755 -2.093 -0.157 0.033 0.419 -1.880
O -3.231 -3.684 4.419 0.070 0.060 0.122
C 0.520 -0.125 3.058 2.167 2.153 5.906
H 2.960 4.172 0.253 0.390 -0.543 -0.008
H 1.971 -1.510 -1.343 2.257 -2.067 -0.645
C 1.799 1.559 0.509 0.838 5.021 -0.409
H 2.477 1.891 -0.277 0.168 0.523 0.315
S -2.047 4.514 -3.824 -0.156 -0.805 0.924
H 2.467 -2.546 1.446 -1.260 -0.420 0.951
C -1.999 4.808 -0.287 -4.995 10.106 0.014
H -1.813 -2.263 1.457 -0.912 -0.141 -0.270
H -2.645 5.675 -0.423 -0.249 0.624 0.281
H 2.980 -4.157 1.585 -0.446 -0.386 0.769
O -0.336 1.517 1.734 -1.841 -0.343 -3.697
O -3.091 4.823 -2.750 0.651 0.306 -1.519
H 1.822 -0.701 -2.145 -0.633 3.581 -0.321
S 0.528 -0.951 0.378 -2.342 -2.925 0.169
H 2.949 -1.490 -0.374 4.005 -2.081 -0.041
C -3.846 -0.693 2.518 -0.418 -2.463 0.538
H 3.537 -1.655 -2.348 0.004 -0.245 0.536
O 3.947 -3.221 0.026 4.178 1.472 0.915
C -2.433 0.212 -2.830 -5.514 -3.547 0.898
C -0.802 5.868 -3.947 -0.454 -0.428 0.362
O 1.994 -0.804 0.271 -6.953 -1.403 2.555
H 3.498 0.670 0.261 1.999 -0.472 0.208
H -1.703 2.247 -2.865 1.539 2.621 -4.843
H -3.936 -0.011 3.363 -0.498 -2.341 0.831
O -2.348 0.291 0.845 5.377 4.101 -1.557
N 0.820 -3.957 1.818 1.540 -0.124 -1.595
S -3.478 -1.267 -2.554 -3.065 2.187 0.481
H 1.297 -4.199 -3.487 0.089 -0.376 0.445
H 0.545 -5.771 -4.567 0.572 0.131 -0.227
H 1.041 -4.254 -5.441 0.147 -0.280 -0.018
C 3.144 0.341 3.930 -1.159 -2.482 2.507
F -2.869 2.879 0.317 -2.025 -2.881 -1.575
C -0.312 6.706 1.101 -0.284 0.167 -0.481
H 1.898 -1.956 -2.947 1.247 -0.694 -0.843
H -4.223 2.275 1.744 -0.126 -0.309 0.241
H -2.056 -5.495 -0.687 -0.656 -0.079 -0.256
H 0.802 1.756 0.114 1.820 1.120 0.490
H -1.062 7.446 0.821 -0.054 -0.120 -0.274
O -1.255 -4.566 1.189 3.269 -2.992 3.897
S -0.207 5.312 -0.142 0.429 8.524 -1.077
C -1.816 2.574 -0.406 -0.688 -5.603 2.686
H -2.746 -4.496 -2.566 -0.587 0.994 -0.146
H 1.220 2.165 -4.785 -0.099 -0.085 0.247
C 3.763 -2.014 0.149 1.463 -0.776 -2.109
C -3.503 -2.561 4.046 0.204 -0.046 -0.551
S 2.659 -3.792 -1.531 5.283 -5.043 -6.249
C 0.177 3.593 3.573 -1.003 0.080 0.688
H -3.796 -1.732 4.709 -0.244 -0.188 0.426
H -0.264 3.942 1.535 -0.180 0.050 0.544
H -2.951 1.032 -2.332 -0.641 -1.865 -0.882
H -0.540 6.251 -2.961 -0.475 0.067 -0.294
H -0.035 -5.458 -6.169 -0.560 0.531 -0.010
O -0.117 -1.305 1.673 0.681 -4.017 -11.286
H 4.749 0.748 1.625 -0.017 -0.184 -0.737
H -2.474 -3.810 1.948 -1.025 1.090 0.596
H 1.528 0.640 -0.926 -0.165 -0.167 -2.921
C -1.082 3.123 -3.056 1.627 3.420 -2.522
H -0.609 6.294 2.066 0.286 0.355 -0.347
H 0.933 -5.456 -2.221 0.448 0.047 -0.029
H -1.203 4.980 2.597 -1.017 -0.964 0.289
F -0.980 3.582 -0.319 10.010 -17.146 0.228
C 5.357 -1.762 1.815 1.064 0.247 2.097
H 4.070 -0.141 4.245 0.115 -0.146 -0.108
H 4.807 -2.088 2.698 0.026 -0.538 0.149
F -1.128 -2.703 -0.627 5.215 7.666 1.212
H -3.758 -0.399 -0.204 -0.927 -0.005 -1.355
O -2.952 3.362 4.221 1.733 1.203 1.119
C 1.787 1.427 -4.217 0.408 -0.296 -0.165
H 0.294 -4.768 -0.061 0.900 -1.721 3.670
H 0.129 5.461 -4.342 -0.175 -0.119 -0.362
H -2.095 4.159 -1.157 -2.986 4.198 -0.761
H 0.881 -2.604 3.338 -0.736 -2.002 -0.086
C -1.574 -4.522 -0.792 -4.250 -4.103 -5.947
H 2.728 0.819 4.816 -0.232 -0.067 0.138
H -1.864 -3.816 -0.015 -2.382 -3.112 -2.297
H -0.786 3.374 -2.037 1.257 0.878 -2.220
O 1.865 -2.026 4.573 1.304 2.440 0.758
O -1.777 2.899 2.306 -0.706 3.259 1.809
C 2.232 4.233 1.062 2.189 -0.765 -0.091
H -3.144 -0.190 1.852 -0.665 -2.306 1.620
H 1.982 0.490 0.616 -0.414 2.918 1.175
C -3.845 1.846 2.672 1.621 1.758 0.373
N -3.469 -2.101 2.777 0.495 0.941 -1.088
H 0.778 2.759 3.210 -1.363 0.525 1.340
H -1.247 6.619 -4.600 0.100 -0.098 -0.038
O -0.890 -4.479 -3.187 -1.887 -1.288 -3.898
H 3.323 1.095 3.163 -0.185 -1.132 1.198
C 0.242 -4.966 -5.237 -0.047 -0.952 0.693
S 2.181 2.583 1.953 1.777 0.352 -2.131
H -0.549 0.333 -2.147 2.453 1.362 -1.142
H 2.876 0.664 -1.846 0.356 0.109 -0.973
O -0.922 1.075 -4.047 5.132 -0.961 -1.610
O -4.933 -0.792 -2.841 2.008 -0.916 0.275
O 0.348 5.888 -1.456 -0.414 -0.678 2.185
F -2.169 2.235 -1.636 -3.237 0.064 9.186
O 3.930 -4.419 -2.175 -2.621 1.122 0.004
H 1.114 -4.318 3.891 0.123 0.175 -0.180
H -1.494 -0.050 -2.342 -3.737 -1.107 -0.462
H 6.057 -1.036 2.229 -0.152 0.579 -0.286
C 2.118 -3.565 1.279 0.759 -1.891 1.603
C 0.152 -2.448 -0.755 -0.338 2.613 0.090
H 0.890 4.385 3.804 -0.063 0.332 -0.175
C -0.206 0.790 -3.088 3.782 -0.010 -1.718
C -0.832 3.963 2.466 2.014 -0.721 1.509
C -2.744 -2.801 1.636 -2.385 0.234 3.463
H -0.322 -0.793 2.877 0.300 1.840 3.894
```
Forces are in eV/Å.

Charge ... -1
HOMO-LUMO gap ... 0.255 hartree

Atom charges from the Mulliken analysis, given in e for atoms 1 to 8: C 0.4655; C -0.1775; H -0.9216; H -0.5269; H -0.8363; H 0.3971; H -0.0484; N 0.2562



Formula: C34H80N4O7
Source: the Open Molecules 2025 dataset
Level of theory: the ωB97M-V functional and the def2-TZVPD basis

Geometry as XYZ:
```
125
Properties=species:S:1:pos:R:3:forces:R:3
H 23.157 2.144 0.699 -0.472 -0.090 -0.495
H 21.429 16.691 1.120 -0.557 -0.829 -0.778
H 27.926 9.543 4.750 -0.610 -0.398 0.037
C 29.580 -2.681 -0.480 0.929 0.287 0.250
H 31.215 4.402 9.604 0.482 -0.013 0.241
H 19.988 15.825 -1.199 0.028 -0.484 0.437
H 22.023 2.366 2.023 0.233 -0.039 0.284
N 30.935 4.682 12.266 -0.090 -1.085 -0.542
H 27.617 6.601 10.497 -0.416 0.313 0.086
C 27.965 -3.106 -2.358 -0.011 -0.826 1.089
H 23.197 3.522 -1.127 -0.864 -0.841 0.101
H 28.184 3.911 12.017 -0.132 0.806 0.548
H 26.911 -1.949 -0.979 -0.488 -0.138 0.421
C 18.614 15.662 1.179 0.915 0.457 -0.911
C 20.697 7.201 1.873 1.308 -0.364 -0.416
H 19.928 3.531 -0.859 -0.223 0.113 0.120
O 16.980 17.867 0.092 0.532 -0.048 1.048
H 27.845 -3.804 -3.187 -0.257 0.093 -0.138
H 14.392 0.865 -2.172 0.390 0.237 0.448
O 20.470 -1.502 -7.358 -0.434 -0.354 0.679
H 29.739 6.120 11.592 -0.613 0.189 -0.156
N 28.274 -4.859 -0.561 -2.274 1.034 -2.105
C 19.379 16.708 -1.006 0.416 -1.192 -1.051
H 24.262 4.995 0.510 -0.323 -0.718 0.301
H 21.900 4.689 -1.457 0.060 0.111 -0.266
C 28.964 -3.814 -1.337 -0.095 -0.005 -0.472
H 28.971 -6.429 -0.103 0.544 -0.464 0.481
O 28.167 8.104 3.286 -0.821 -0.143 -1.941
H 24.179 5.614 -1.013 -0.401 0.285 -0.451
O 13.661 0.122 -0.272 0.332 1.613 -0.488
H 20.447 -1.516 -8.318 0.037 0.045 0.042
C 22.764 6.005 2.875 -1.109 -0.313 -0.159
H 23.111 6.996 3.164 -0.123 -0.018 0.105
C 30.642 5.289 9.872 -0.736 -0.805 -0.148
C 26.939 -3.677 1.233 -0.775 -0.593 -0.910
H 16.316 18.740 2.291 -0.003 -1.022 -0.880
H 29.839 5.242 9.137 -0.041 0.477 -0.098
H 28.139 7.144 3.263 0.076 0.186 0.334
H 29.510 8.947 4.534 0.364 0.051 0.011
C 28.469 8.625 4.522 1.438 -0.113 1.055
H 22.182 5.534 3.667 -0.058 0.351 0.289
H 23.429 7.311 0.762 0.160 -0.206 0.159
C 21.631 3.785 0.472 0.650 -1.945 -0.038
H 28.454 -2.197 -2.708 0.171 -0.121 -0.156
H 30.167 -2.950 0.397 -0.332 -0.832 0.175
H 21.013 -0.092 -5.871 -0.513 -0.399 -0.107
H 25.553 -4.581 -1.871 0.515 -0.564 0.135
H 19.528 4.722 2.223 -0.419 -0.295 0.437
H 27.557 -3.987 2.075 0.224 -0.275 -0.384
C 28.706 4.234 11.116 1.969 -1.313 -0.670
H 28.416 7.835 5.270 -0.452 0.413 0.507
H 26.216 -6.724 -0.555 -0.043 0.488 -0.374
H 20.167 6.869 2.766 -0.207 0.397 -0.090
H 21.632 18.318 2.634 0.038 0.219 0.179
H 20.340 17.374 3.270 -0.522 -0.047 -0.150
H 27.248 -2.696 0.872 0.016 -0.102 0.365
C 20.604 17.396 1.023 -0.337 0.790 1.905
H 18.353 15.762 2.233 0.392 0.186 -0.055
H 20.972 18.206 0.393 -0.069 -0.071 -0.333
H 14.075 -0.711 -0.508 0.015 0.022 -0.079
C 17.307 18.555 2.707 -1.179 1.083 1.231
C 23.507 5.298 -0.216 0.230 2.241 0.856
C 22.768 6.514 0.424 -1.189 -0.571 -0.363
C 21.042 -0.273 -6.946 0.687 0.059 -1.057
C 19.210 16.951 0.483 -0.859 0.584 0.816
H 20.042 7.386 1.022 -0.268 -0.940 -0.141
C 22.526 4.255 -0.677 -0.013 1.473 -0.058
H 29.931 -5.346 -2.859 -1.156 0.214 -0.019
C 26.625 -2.731 -1.683 1.350 -0.556 -0.944
H 18.465 16.482 -1.556 -0.278 0.210 0.262
H 26.646 -6.496 1.109 0.454 0.047 0.061
H 21.072 8.220 1.976 0.585 -0.113 0.741
H 18.415 20.935 0.446 -0.140 0.096 -0.054
H 13.121 1.904 -1.440 0.388 -0.134 0.875
C 29.981 5.115 11.247 -0.351 1.503 0.384
H 31.224 6.198 9.719 0.017 -0.167 0.311
C 20.590 18.052 2.455 -0.280 0.266 -1.698
H 31.299 3.817 11.892 0.750 -0.320 -0.100
H 20.814 2.051 -0.665 0.348 -0.001 0.106
N 18.272 18.118 0.639 2.452 0.643 -1.443
C 13.525 0.895 -1.513 -0.878 -2.068 -0.224
H 25.918 -3.588 1.603 -0.082 0.105 0.130
C 30.078 -4.494 -2.195 0.976 0.709 0.909
C 20.457 2.927 -0.122 0.542 0.643 0.190
H 26.202 5.723 9.741 0.201 0.310 -0.060
H 30.554 -3.695 -2.764 0.027 -0.029 -0.239
C 26.228 -5.982 0.243 0.099 -0.055 1.644
O 20.403 4.375 2.412 -0.636 -0.393 1.129
H 22.092 6.999 -0.280 0.145 -0.110 -0.627
H 17.049 18.132 -0.828 0.135 0.234 -0.102
H 16.701 20.601 0.898 0.103 -0.848 -0.429
H 26.578 5.447 11.436 -0.064 0.361 0.238
H 17.717 15.305 0.673 0.005 0.253 -0.164
C 18.338 19.121 1.738 -2.543 0.695 -0.266
H 17.711 21.247 2.053 0.565 0.042 0.224
H 30.426 4.320 13.060 -0.281 0.358 0.539
H 17.456 17.513 2.989 -0.052 0.180 -0.111
H 25.109 -3.498 -0.610 -0.279 -0.764 0.753
H 25.949 -2.248 -2.388 -0.025 -0.104 -0.146
N 21.084 4.856 1.338 1.697 1.146 -3.647
H 19.390 14.913 1.021 -0.104 -0.360 0.396
H 28.878 -1.931 -0.116 -0.221 -0.148 -0.250
C 27.014 5.694 10.467 0.266 -0.770 -0.215
O 29.077 -5.574 0.322 0.048 0.036 0.090
C 19.745 19.354 2.351 0.523 -1.567 0.207
H 23.633 5.352 2.787 0.041 0.094 -0.576
H 20.356 20.049 1.775 -0.293 0.117 -0.282
C 25.974 -3.985 -1.061 0.247 2.865 -0.755
H 19.954 17.419 -1.598 -0.295 0.803 0.523
H 30.351 -2.136 -1.026 -0.211 0.126 -0.577
C 22.594 2.891 1.257 -0.143 -0.612 1.194
H 23.390 3.471 1.726 -0.295 0.144 0.243
H 29.095 3.283 10.751 0.290 -0.402 -0.025
H 20.574 0.536 -7.507 -0.047 0.343 0.349
H 25.224 -5.753 0.601 -0.318 -0.161 -0.403
H 12.768 0.315 -2.042 -0.245 0.330 -0.532
H 22.094 -0.301 -7.227 0.271 0.306 0.095
C 17.743 20.552 1.214 1.015 -1.062 0.845
H 19.735 19.727 3.375 -0.810 0.454 -0.116
H 17.042 19.142 3.587 1.202 0.220 0.748
O 27.865 4.614 10.093 -1.251 0.560 -0.338
C 26.890 -4.629 -0.040 0.877 -0.444 1.024
H 19.765 2.565 0.638 0.053 0.181 0.077
H 30.864 -4.875 -1.543 0.087 0.177 0.346
C 21.829 6.108 1.602 0.696 0.392 0.992
```
Forces are in eV/Å.

HOMO-LUMO gap ... 0.304 hartree

Atom charges from the Mulliken analysis, given in e for atoms 1 to 8: H 0.3786; H 0.4599; H 0.2089; C -1.6436; H 0.3488; H 0.4110; H 0.3814; N -0.7390



Q: The highest HOMO-LUMO gap belongs to which entry?
A: C34H80N4O7